The following is a DFT calculation (ωB97M-V/def2-TZVPD) of a structure of composition C28H42ClNO9PmSSe.

Calculated values
Energy above the lowest of the compared OMol25 structures with the same formula, charge and spin, kJ/mol: 98.6
Frontier orbital gap (alpha / beta), eV: 5.2 / 6.4
Net charge: +1
2S+1: 5

Geometry (Å):
Pm 0.36822 1.17997 -1.18982
C -2.84563 1.56824 0.07432
C -3.04046 0.32238 -0.73263
O -1.71459 -0.20486 -0.89719
C -1.71331 -1.63722 -1.17897
C -0.44235 -2.24129 -0.60254
O 0.56612 -1.23469 -0.45202
C 1.46404 -1.55128 0.61414
C 1.43915 -0.42825 1.64128
O 1.71529 0.80640 0.97124
C 2.36730 1.87100 1.68995
C 2.94912 2.78914 0.61710
O 1.92170 2.95091 -0.39915
C 1.82131 4.25733 -1.01054
C 1.08268 4.07121 -2.34893
O -0.13575 3.31483 -2.18279
C -1.29359 4.08807 -1.74985
C -1.67902 3.65948 -0.32641
O -1.65103 2.22645 -0.33769
H -2.70540 1.27443 1.12204
H -3.72605 2.25292 -0.01479
H -3.46639 0.46463 -1.74816
H -3.60373 -0.41843 -0.17829
H -1.78870 -1.76493 -2.27371
H -2.59827 -2.06490 -0.71631
H -0.07968 -3.08061 -1.22665
H -0.64665 -2.64439 0.38291
H 2.45649 -1.69003 0.19427
H 1.11426 -2.46645 1.12173
H 2.17513 -0.62716 2.43155
H 0.45112 -0.34472 2.09881
H 3.14368 1.52450 2.36808
H 1.57836 2.36501 2.29393
H 3.82826 2.35393 0.08261
H 3.22525 3.79668 0.94870
H 2.87173 4.60450 -1.09390
H 1.28051 4.93499 -0.29230
H 1.71913 3.47282 -3.05745
H 0.82895 5.01607 -2.88962
H -2.12398 3.83886 -2.44029
H -1.07708 5.17464 -1.81385
H -2.70590 3.95124 -0.04291
H -0.96114 3.96895 0.43424
Se 3.45981 0.03660 -2.44440
C 4.52227 1.07717 -3.66744
C 3.77004 1.46510 -4.76159
C 4.38524 2.14474 -5.79048
N 5.64469 2.57361 -5.67934
C 6.34677 2.23486 -4.59409
C 5.86319 1.42834 -3.58470
H 2.69829 1.25050 -4.79460
H 3.88567 2.36576 -6.71456
H 7.35887 2.62476 -4.53726
H 6.48614 1.15203 -2.74507
C -1.51358 0.59926 -5.15535
S -0.09596 0.21967 -4.05272
C 0.59136 -1.18386 -4.97783
H -2.39765 0.05210 -4.75723
H -1.31167 0.28576 -6.18171
H -1.71125 1.69815 -5.12080
H 0.89901 -0.85677 -5.97799
H -0.09622 -2.01386 -5.00626
H 1.47366 -1.50227 -4.42117
C -0.20219 -4.98691 5.50788
C -1.52011 -4.37792 5.91596
C -1.99409 -4.67327 7.19082
C -3.16359 -4.02857 7.66976
Cl -3.73050 -4.50417 9.22076
C -3.82845 -3.09938 6.89879
C -3.36320 -2.78913 5.60517
C -2.28845 -3.52505 5.08206
O -1.93446 -3.32692 3.77881
C -2.97950 -3.16853 2.82105
C -3.07048 -1.68956 2.17019
O -4.13545 -1.51827 1.55020
O -2.03277 -0.97303 2.25728
H 0.57145 -4.70796 6.21480
H 0.04722 -4.67235 4.49546
H -0.29814 -6.09226 5.49077
H -1.49357 -5.40230 7.83484
H -4.73299 -2.62171 7.24882
H -3.77576 -1.99481 4.97116
H -3.99327 -3.37242 3.20067
H -2.70943 -3.82752 1.94916

Mulliken atomic charge list, values in e, 5 entries: 0.9842, -0.4965, -0.4141, 0.1508, -0.8952



The following is a DFT calculation (ωB97M-V/def2-TZVPD) of a cluster of 6 separate species, C28H42F15INO13P in total.

Calculated values
Frontier orbital gap, eV: 9.1
SMILES string: CCOCP(CC(=O)I)C[C@H](O)CN.CCOC(=O)C(F)(F)F.CCOC(=O)C(F)(F)F.CCOC(=O)C(F)(F)F.CCOC(=O)C(F)(F)F.CCOC(=O)C(F)(F)F

Geometry (Å):
C -5.06350 0.82083 -3.99860
C -3.59417 0.93755 -4.33733
O -3.00464 -0.34428 -4.19084
C -1.65745 -0.30530 -3.77877
P -1.40641 -0.49344 -1.94214
C -2.94789 -1.35584 -1.43426
C -2.64215 -2.47807 -0.49318
O -2.67542 -3.65430 -0.79379
I -2.08882 -1.93686 1.52859
C -1.49389 1.25311 -1.33961
C -2.89999 1.82458 -1.07326
O -3.05792 3.13040 -1.59009
C -3.19978 1.78860 0.42092
N -4.63192 1.78124 0.75553
H -5.57900 0.34003 -4.81508
H -5.14660 0.15298 -3.15421
H -5.50331 1.77671 -3.77184
H -3.13982 1.68289 -3.69257
H -3.49276 1.24524 -5.36694
H -1.16772 0.61215 -4.07371
H -1.14058 -1.13271 -4.24168
H -3.70361 -0.72157 -0.98494
H -3.38626 -1.81610 -2.30507
H -0.87064 1.35443 -0.46753
H -1.04450 1.84094 -2.12939
H -3.62105 1.21355 -1.59544
H -2.20549 3.54697 -1.70646
H -2.77315 0.86903 0.78773
H -2.69709 2.62969 0.87527
H -5.12826 2.28930 0.03675
H -4.95813 0.82779 0.70599
C -0.18773 2.09352 -10.14949
C 0.43826 2.05672 -8.77286
O -0.16021 3.03745 -7.89935
C -1.30753 2.69577 -7.34472
O -1.89887 1.66890 -7.48065
C -1.78675 3.82698 -6.42171
F -1.66939 5.02297 -7.00625
F -1.05695 3.84607 -5.29799
F -3.05533 3.64995 -6.08344
H -0.12722 3.09799 -10.56847
H 0.32973 1.40400 -10.81437
H -1.23899 1.81136 -10.11150
H 1.49083 2.32358 -8.82256
H 0.36338 1.06904 -8.32126
C -0.58662 -5.42548 2.58830
C 0.28067 -4.96200 3.73634
O -0.01147 -5.68521 4.95033
C 0.57868 -6.85678 5.08268
O 1.33811 -7.37482 4.32259
C 0.19937 -7.46308 6.44286
F -1.11243 -7.38254 6.66936
F 0.82522 -6.79520 7.42516
F 0.55487 -8.73752 6.51014
H -1.64189 -5.35422 2.85247
H -0.40426 -4.81081 1.70918
H -0.38078 -6.46444 2.33184
H 0.07435 -3.91932 3.96832
H 1.33749 -5.04646 3.50386
C 1.86606 -4.32718 9.53395
C 3.05722 -5.23402 9.74297
O 4.28049 -4.47171 9.82805
C 4.53570 -3.93018 11.00685
O 3.87627 -4.01759 11.99609
C 5.87351 -3.17417 10.94763
F 5.95362 -2.41776 9.84885
F 6.88830 -4.04575 10.92732
F 6.01413 -2.39044 12.00512
H 2.01565 -3.70340 8.65263
H 0.96098 -4.91598 9.39642
H 1.72013 -3.66440 10.38621
H 3.18606 -5.89823 8.89184
H 2.94636 -5.84980 10.63378
C 7.40821 -3.75414 6.72634
C 6.85880 -4.06198 5.35179
O 5.41916 -3.97658 5.33366
C 4.90717 -2.76573 5.21236
O 5.49863 -1.73598 5.10797
C 3.37473 -2.87181 5.16575
F 2.91260 -3.69040 6.11770
F 2.99154 -3.36769 3.98226
F 2.80671 -1.68656 5.32799
H 6.95404 -4.40561 7.47179
H 8.48710 -3.90215 6.74032
H 7.19797 -2.72490 7.01382
H 7.08693 -5.08679 5.06944
H 7.27489 -3.40389 4.59076
C -2.86733 8.06128 -7.15936
C -1.46397 8.54230 -7.45336
O -1.46057 9.56533 -8.46809
C -1.75005 10.78869 -8.05867
O -2.00781 11.13132 -6.94614
C -1.66708 11.75926 -9.24876
F -2.28205 11.25970 -10.32278
F -0.38632 11.97946 -9.56420
F -2.22955 12.91871 -8.94286
H -3.35406 7.72383 -8.07479
H -2.84055 7.23615 -6.45142
H -3.47726 8.85842 -6.73624
H -0.86066 7.73360 -7.85904
H -0.96828 8.91079 -6.55677

Mulliken atomic charge list, values in e, 5 entries: -1.5209, 0.5553, -0.4373, -0.5282, -0.1246



The following is a DFT calculation (ωB97M-V/def2-TZVPD) of a structure of composition C28H42FIrN3O3Si.

Calculated values
Frontier orbital gap (alpha / beta), eV: 6.7 / 6.3
Net charge: +2
2S+1: 2

Geometry (Å):
Ir 0.27622 -0.35295 0.18027
C -2.99903 0.31325 -0.97518
O -2.05309 -0.72419 -0.78006
C -2.63207 -1.97015 -0.42323
C -2.73369 -2.15235 1.08708
O -1.43361 -2.03938 1.64348
C -1.37829 -2.49623 2.98955
H -3.72128 0.03282 -1.74921
H -2.44448 1.18420 -1.31448
H -3.54791 0.55112 -0.05853
H -1.97551 -2.73696 -0.83776
H -3.62382 -2.06904 -0.87332
H -3.14958 -3.14241 1.29999
H -3.40086 -1.39752 1.52772
H -1.61270 -3.56482 3.04435
H -2.09051 -1.95575 3.62442
H -0.36516 -2.32705 3.35276
N 2.19197 1.09455 0.92300
C 2.56681 1.09909 2.34191
C 1.48097 1.70082 3.22813
C 0.26973 0.78948 3.38441
N -0.53886 0.69354 2.16343
H 2.97709 0.74044 0.38238
H 1.99782 2.04742 0.62419
H 3.48813 1.67840 2.48087
H 2.76308 0.06572 2.63811
H 1.17705 2.67331 2.83567
H 1.90187 1.87308 4.21872
H -0.34531 1.16855 4.20998
H 0.61266 -0.21198 3.65023
H -0.86920 1.62460 1.91164
H -1.35041 0.11798 2.36797
C 2.41186 -1.39905 -3.96409
Si 0.64185 -1.45364 -3.21868
C 0.53498 -3.06136 -2.20352
C -0.81425 -1.54556 -4.46388
N 0.46132 0.00053 -2.20814
C 0.30543 1.21137 -2.72135
C 0.47218 1.49115 -4.11001
C 0.20315 2.71592 -4.65417
C -0.23759 3.76451 -3.84421
C -0.35239 3.56955 -2.47937
C -0.07108 2.33991 -1.90870
O -0.19768 2.12310 -0.56857
C -0.43219 3.23960 0.24940
C 0.60129 4.12027 0.55058
C 0.36869 5.17329 1.41995
C -0.89064 5.36454 1.96658
C -1.92657 4.50505 1.63746
C -1.70047 3.43328 0.78723
H 2.76053 -2.41746 -4.09422
H 3.11676 -0.89074 -3.31380
H 2.46609 -0.92432 -4.93800
H 0.00074 -3.81798 -2.77033
H 0.02998 -2.93381 -1.25206
H 1.52713 -3.45122 -2.00856
H -0.78087 -2.50724 -4.96754
H -0.78714 -0.77786 -5.22859
H -1.77178 -1.47102 -3.95595
H 0.82814 0.70069 -4.74296
H 0.32601 2.87927 -5.71364
H -0.47917 4.72574 -4.26888
H -0.67163 4.38736 -1.85110
H 1.56875 4.00899 0.08294
H 1.16971 5.85264 1.66312
H -1.07438 6.18727 2.63832
H -2.91827 4.67632 2.02680
H -2.50704 2.77067 0.51018
F 4.70883 -4.84224 0.22315
C 3.78622 -3.88404 0.25479
C 4.01511 -2.69953 -0.44041
C 3.04970 -1.71085 -0.40981
C 1.85014 -1.86728 0.30365
C 1.67549 -3.06653 1.00861
C 2.61637 -4.07977 0.97922
H 4.93770 -2.57191 -0.98926
H 3.23344 -0.80747 -0.97578
H 0.77937 -3.22708 1.58508
H 2.46621 -5.00953 1.50745

Mulliken atomic charge list, values in e, 5 entries: 2.8108, -0.8596, -0.0788, -0.7930, -0.6093



The following is a DFT calculation (ωB97M-V/def2-TZVPD) of an isolated molecule of C28H42N2O4.

Calculated values
Energy above the lowest of the compared OMol25 structures with the same formula, charge and spin, kJ/mol: 14.8
Frontier orbital gap, eV: 9.4
SMILES string: CCO[C@H]1OC(C(=O)N2CCN(Cc3ccccc3)CC2)=C[C@@H](C2CCCCC2)[C@@H]1CCCO

Geometry (Å):
C 2.65376 1.67296 -3.77667
C 1.54976 1.24125 -2.81669
O 2.03963 0.44013 -1.74886
C 2.54890 1.15584 -0.65642
O 1.50322 1.73714 0.08762
C 0.93076 0.96026 1.06471
C -0.34048 1.54704 1.61807
O -0.42485 1.89915 2.77996
N -1.35786 1.65715 0.73755
C -1.42119 1.00880 -0.54881
C -2.44755 -0.12609 -0.50194
N -3.74070 0.40711 -0.12355
C -4.79829 -0.58631 -0.19979
C -6.15325 0.05585 -0.07298
C -7.12901 -0.47859 0.75569
C -8.37555 0.11717 0.84783
C -8.65535 1.25819 0.11695
C -7.68408 1.80063 -0.70884
C -6.44232 1.20120 -0.80543
C -3.66069 1.01061 1.19574
C -2.64551 2.15095 1.17566
C 1.44318 -0.16755 1.53932
C 2.71705 -0.76792 1.03595
C 2.48837 -2.15151 0.37302
C 1.20368 -2.23101 -0.45217
C 1.06210 -3.60369 -1.10320
C 1.04916 -4.70056 -0.04399
C 2.31889 -4.63015 0.79702
C 2.46562 -3.25279 1.43793
C 3.48089 0.25455 0.16778
C 4.37931 1.14028 1.04735
C 5.50103 1.83140 0.27582
C 6.39701 2.64936 1.20916
O 7.41536 3.33408 0.52022
H 3.18072 0.79906 -4.15081
H 2.21708 2.21045 -4.61362
H 3.36983 2.32477 -3.28196
H 0.82947 0.60622 -3.34007
H 1.02503 2.11530 -2.41359
H 3.11638 2.02340 -1.02481
H -1.73846 1.74534 -1.29507
H -0.44841 0.60935 -0.82633
H -2.09801 -0.89867 0.20874
H -2.52763 -0.58107 -1.49214
H -4.72747 -1.06800 -1.18156
H -4.67997 -1.37138 0.56887
H -6.91414 -1.36742 1.33241
H -9.12788 -0.30926 1.49518
H -9.62664 1.72458 0.19126
H -7.89818 2.69214 -1.28021
H -5.67703 1.61782 -1.44232
H -3.35804 0.27033 1.95886
H -4.64563 1.39933 1.46127
H -2.97993 2.92581 0.47911
H -2.52276 2.57495 2.17296
H 0.92030 -0.68178 2.32899
H 3.34848 -0.96458 1.91178
H 3.33594 -2.34557 -0.29421
H 0.34496 -2.05287 0.19902
H 1.21823 -1.45887 -1.21877
H 0.14069 -3.63972 -1.68889
H 1.89802 -3.76952 -1.78675
H 0.17845 -4.56963 0.60290
H 0.96911 -5.68112 -0.51837
H 2.29627 -5.39778 1.57377
H 3.18473 -4.82572 0.15970
H 1.62991 -3.08106 2.11939
H 3.38716 -3.22338 2.02479
H 4.10394 -0.28251 -0.55404
H 4.83895 0.52064 1.82052
H 3.76026 1.88618 1.54988
H 6.10837 1.07645 -0.23363
H 5.09975 2.50372 -0.48397
H 6.82774 1.99320 1.98010
H 5.81062 3.42448 1.70720
H 7.95875 2.69143 0.05040

Mulliken atomic charge list, values in e, 5 entries: -1.3584, -0.3344, -0.2320, -0.1775, -0.4558



The following is a DFT calculation (ωB97M-V/def2-TZVPD) of a structure of composition C28H42N7O5S2Si4TeV.

Calculated values
Frontier orbital gap (alpha / beta), eV: 6.7 / 6.3
Net charge: -1
2S+1: 2

Geometry (Å):
V 1.51991 -0.92567 0.05496
N 9.26816 -3.73894 0.99001
C 8.00190 -3.25399 0.68828
C 6.87090 -4.04628 0.88406
C 5.61629 -3.57015 0.54790
C 5.48232 -2.30538 -0.00352
C 6.59941 -1.50591 -0.20250
C 7.85005 -1.97818 0.13566
S 3.89213 -1.64014 -0.32509
O 3.94882 -1.03467 -1.63036
O 2.88482 -2.70839 -0.13943
N 3.57243 -0.49399 0.77113
C 3.17352 -0.88195 2.05256
N 1.84220 -1.05213 2.13383
C 1.30984 -1.43792 3.29128
C 2.11990 -1.60087 4.40019
C 3.47738 -1.36351 4.22356
N 4.02244 -1.01603 3.06171
H 9.29820 -4.48472 1.66626
H 9.97132 -3.03798 1.15986
H 6.97889 -5.03938 1.30269
H 4.73648 -4.18000 0.70375
H 6.48486 -0.51581 -0.62363
H 8.71901 -1.35330 -0.02918
H 0.23906 -1.59863 3.30593
H 1.71507 -1.89746 5.35549
H 4.15515 -1.46628 5.06397
C -3.66620 -4.39405 0.95052
Si -3.81872 -2.52478 1.14823
C -5.64399 -2.07728 1.36752
C -2.88894 -2.02395 2.71276
Si -2.89610 -1.44776 -0.71078
Te -0.51673 -2.20176 -0.91328
Si -3.91257 -2.25457 -2.67379
C -3.38635 -1.16007 -4.11974
C -3.37067 -4.02574 -3.02876
C -5.80214 -2.25665 -2.57335
Si -3.30985 0.86548 -0.61208
C -5.09849 1.20857 -1.11787
C -2.18445 1.80413 -1.78982
C -3.11563 1.50708 1.15334
H -3.91758 -4.89847 1.88720
H -2.65175 -4.67687 0.66630
H -4.34314 -4.76376 0.17787
H -6.10179 -2.72717 2.11856
H -6.21169 -2.18324 0.44187
H -5.75684 -1.04587 1.70761
H -3.24142 -2.60479 3.56932
H -3.01144 -0.96424 2.94030
H -1.82449 -2.22399 2.57612
H -2.30138 -1.05070 -4.15450
H -3.82135 -0.16206 -4.04505
H -3.71435 -1.60002 -5.06539
H -2.28748 -4.13950 -2.98934
H -3.71009 -4.31105 -4.02928
H -3.80515 -4.72551 -2.31293
H -6.21729 -1.29656 -2.26715
H -6.15494 -3.01328 -1.86928
H -6.21707 -2.50256 -3.55525
H -5.25308 1.02942 -2.18334
H -5.34119 2.25449 -0.91448
H -5.80779 0.58671 -0.56884
H -2.35328 1.49421 -2.82203
H -1.13507 1.62359 -1.56231
H -2.36978 2.87888 -1.71703
H -3.85041 1.04176 1.81401
H -3.28256 2.58728 1.17369
H -2.12534 1.31442 1.56960
O -0.42073 7.46125 2.30900
S 0.28091 8.38069 1.43353
O -0.55115 9.38756 0.80502
O 1.55357 8.85922 1.94541
C 0.80976 7.34470 0.02899
N 1.23829 7.99738 -1.05669
C 1.65498 7.25884 -2.06804
C 1.66293 5.86717 -2.04062
C 1.20248 5.29382 -0.86563
N 0.78001 6.02950 0.15827
C 1.13726 3.81673 -0.65172
C 1.56691 2.88824 -1.59444
C 1.44188 1.53971 -1.31667
N 0.95987 1.08637 -0.15769
C 0.56395 1.97559 0.76000
C 0.61615 3.33476 0.55153
H 2.00066 7.79077 -2.94982
H 2.00886 5.29774 -2.88975
H 1.97578 3.17898 -2.55091
H 1.72527 0.80121 -2.06197
H 0.18915 1.56715 1.69082
H 0.27132 4.03046 1.30287

Mulliken atomic charge list, values in e, 5 entries: -0.1245, -0.5740, 1.0867, -0.7515, -0.3042